Entry 1:
{
  "formula": "C4H12N4",
  "method": "wB97M-V/def2-TZVPD",
  "symbols": ["N", "N", "N", "N", "C", "C", "C", "C", "H", "H", "H", "H", "H", "H", "H", "H", "H", "H", "H", "H"],
  "coordinates": [[-0.35054, 1.97527, -0.79590], [1.89769, 0.62905, 0.45497], [-0.08646, -0.77119, 0.59577], [-2.37289, 0.16385, -0.46053], [0.92768, -0.22026, -0.18782], [-1.22668, -0.28874, -1.01843], [-0.11307, 0.63037, -1.26390], [0.31979, -1.67210, 1.64270], [1.60233, 0.95169, 1.36625], [-0.18392, 2.65923, -1.52493], [0.98092, -2.48513, 1.29029], [0.84170, -1.16196, 2.46538], [2.83043, 0.57902, 0.06818], [0.25084, 2.19640, -0.00716], [-2.98609, -0.53074, -0.06011], [0.32123, 0.57085, -2.26193], [-0.56972, -2.12689, 2.08397], [-2.23122, 0.98905, 0.11320], [1.45722, -0.89462, -0.88329], [-1.30924, -1.19316, -1.61669]],
  "forces_ev_per_a": [[-0.2, 0.2, -0.2], [-1.0, -0.8, -0.8], [-0.7, 0.9, -0.3], [0.1, 0.0, -0.4], [-0.4, 1.7, -1.7], [-0.5, -1.1, 1.7], [1.8, -0.3, 1.3], [-0.1, -0.5, -0.3], [0.8, 0.0, -0.1], [0.0, -0.1, 0.2], [0.0, 0.0, 0.1], [0.0, 0.0, -0.1], [-0.1, 0.3, 0.9], [0.1, -0.1, -0.2], [0.1, 0.1, -0.1], [-0.3, 0.1, -0.1], [0.0, -0.1, 0.0], [0.0, -0.1, -0.2], [0.2, -0.2, 0.2], [0.1, 0.1, 0.2]],
  "lowdin_charge": [0.03, 0.06, -0.13, 0.09, -0.46, -0.16, -0.30, -0.18, 0.08, 0.07, 0.07, 0.06, 0.08, 0.06, 0.10, 0.13, 0.06, 0.09, 0.12, 0.13],
  "homo_energy_ev": -7.155,
  "homo_lumo_gap_ev": 8.28,
  "e_above_lowest_kcal_mol": 69.0,
  "energy_ev": -10300.281,
  "charge": 0
}



Entry 2:
{
  "formula": "C4H12N4",
  "method": "wB97M-V/def2-TZVPD",
  "symbols": ["N", "N", "N", "N", "C", "C", "C", "C", "H", "H", "H", "H", "H", "H", "H", "H", "H", "H", "H", "H"],
  "coordinates": [[1.10748, -0.56805, 1.04879], [1.63856, -1.53122, 0.14841], [0.81454, 0.66281, -1.34144], [1.15971, 2.11775, 0.51863], [-1.18509, -1.00483, 0.27944], [-2.30788, -0.20563, -0.37109], [-0.16167, 0.09553, 0.89535], [0.76924, 0.82467, 0.07419], [0.68460, -0.30842, -1.60286], [-0.49704, 0.56304, 1.81473], [-1.91270, 0.44536, -1.14812], [-1.54543, -1.63076, 1.09550], [1.59739, -2.42890, 0.62300], [-3.05123, -0.88325, -0.79374], [1.71795, 0.95144, -1.70662], [2.61634, -1.27269, -0.00170], [1.69122, 2.65555, -0.16030], [0.38327, 2.73174, 0.73393], [-0.70793, -1.63955, -0.46599], [-2.81133, 0.42543, 0.35988]],
  "forces_ev_per_a": [[3.4, 3.5, 1.1], [-1.1, -0.5, -0.9], [0.1, -0.3, 0.5], [0.4, 0.2, 0.1], [0.0, 2.9, 0.3], [-0.4, -0.6, 0.1], [-2.1, -4.5, -2.1], [-0.3, 0.1, 0.2], [0.0, 0.0, 0.1], [0.0, -0.1, 0.1], [0.0, -0.1, -0.1], [0.1, 0.0, 0.1], [0.2, 0.1, -0.1], [-0.1, 0.2, -0.2], [-0.1, 0.0, 0.0], [-0.4, -0.3, 0.4], [0.2, -0.6, 0.0], [-0.3, -0.4, 0.2], [0.3, 0.1, 0.2], [-0.1, 0.0, 0.1]],
  "lowdin_charge": [-0.07, -0.04, 0.11, 0.09, -0.19, -0.13, -0.28, -0.47, 0.06, 0.14, 0.06, 0.10, 0.08, 0.07, 0.08, 0.08, 0.08, 0.08, 0.08, 0.07],
  "homo_energy_ev": -7.581,
  "homo_lumo_gap_ev": 8.57,
  "e_above_lowest_kcal_mol": 73.7,
  "energy_ev": -10300.076,
  "smiles": "CC[C@H]1N(N)C1(N)N",
  "charge": 0
}



Entry 3:
{
  "formula": "C4H12N4O",
  "method": "wB97M-V/def2-TZVPD",
  "symbols": ["O", "N", "N", "N", "N", "C", "C", "C", "C", "H", "H", "H", "H", "H", "H", "H", "H", "H", "H", "H", "H"],
  "coordinates": [[-0.80249, 1.71561, 0.10002], [-0.21424, 1.88822, 2.31166], [0.69265, -0.33373, -0.54391], [2.07776, 0.57666, 1.48010], [0.92716, 0.48474, 0.85008], [-0.03626, 1.45534, 1.03545], [-2.16959, -0.67595, -1.36616], [1.82637, -1.09728, -1.02083], [-1.45097, -1.01493, -0.11428], [2.82218, 0.55114, 0.77963], [-2.26017, 0.41095, -1.49248], [-1.69482, -1.09309, -2.25723], [-1.85376, -0.65776, 0.82374], [0.52212, 1.69155, 2.97347], [-0.85250, 2.65453, 2.44389], [2.24008, -1.71003, -0.21858], [2.61232, -0.45844, -1.44196], [-3.20753, -1.03609, -1.36328], [-1.00690, -1.99665, -0.01037], [0.35496, 0.40111, -1.15371], [1.47362, -1.75589, -1.81527]],
  "forces_ev_per_a": [[1.1, 0.4, 1.2], [0.6, -0.1, -0.3], [1.0, 1.9, 2.6], [-0.1, 0.2, -0.2], [1.3, -1.8, -2.9], [-3.0, 0.0, -0.9], [-0.3, 0.4, -0.1], [0.4, 0.9, 0.3], [-1.5, -1.3, 0.5], [0.2, -0.6, 0.1], [0.2, -0.1, 0.0], [0.1, 0.0, 0.0], [0.0, 0.3, 0.0], [-0.1, 0.2, 0.0], [0.2, 0.0, 0.0], [-0.1, 0.0, 0.0], [0.2, -0.2, 0.0], [0.0, -0.1, 0.0], [-0.1, -0.1, -0.2], [0.1, 0.1, -0.1], [-0.2, 0.0, 0.1]],
  "lowdin_charge": [0.02, 0.18, -0.03, 0.10, -0.12, -0.57, -0.19, -0.11, -0.13, 0.05, 0.06, 0.06, 0.05, 0.09, 0.11, 0.08, 0.07, 0.06, 0.04, 0.10, 0.09],
  "homo_energy_ev": [-6.105, -8.247],
  "homo_lumo_gap_ev": [5.90, 9.07],
  "e_above_lowest_kcal_mol": 146.9,
  "energy_ev": -12344.938,
  "charge": 0
}



Entry 4:
{
  "formula": "C4H12N4O8",
  "method": "wB97M-V/def2-TZVPD",
  "symbols": ["O", "O", "O", "O", "O", "O", "O", "O", "N", "N", "N", "N", "C", "C", "C", "C", "H", "H", "H", "H", "H", "H", "H", "H", "H", "H", "H", "H"],
  "coordinates": [[-2.13660, -1.54803, -0.12670], [0.80149, 1.83526, -3.16830], [2.51520, -0.78688, 1.00438], [-0.59149, 0.98874, 2.27318], [-3.18575, -0.25116, 1.22925], [-0.69924, 0.30904, -2.94491], [2.66618, -2.32754, 2.49258], [-0.41749, 1.61816, 0.22209], [-2.82790, -0.57669, 0.12282], [0.42044, 0.74749, -2.79444], [2.07360, -1.74748, 1.61982], [-0.01656, 1.54703, 1.37092], [0.73283, -2.26567, 1.23704], [-3.23322, 0.29061, -1.00708], [1.31629, 2.12200, 1.66739], [1.43624, -0.12486, -2.12911], [1.95786, 1.25408, 1.79568], [1.98838, 0.51899, -1.45313], [0.22995, -2.62154, 2.12748], [-2.45549, 1.04254, -1.10466], [1.27029, 2.75010, 2.55052], [0.17039, -1.44417, 0.80395], [1.64846, 2.72439, 0.82949], [2.02062, -0.56063, -2.92833], [-3.26446, -0.31211, -1.90686], [0.90709, -0.85243, -1.52339], [0.86605, -3.05927, 0.50939], [-4.19315, 0.73003, -0.76907]],
  "forces_ev_per_a": [[0.2, -0.1, 0.0], [0.0, 0.0, 0.0], [-0.2, 0.0, 0.0], [-0.1, -0.1, 0.1], [-0.1, 0.0, 0.1], [-0.1, -0.1, 0.0], [0.1, -0.1, 0.2], [-0.1, -0.1, -0.1], [-0.1, 0.1, 0.1], [0.2, 0.0, 0.0], [0.1, -0.1, -0.2], [0.1, 0.1, -0.2], [-0.4, 0.5, 0.0], [0.0, 0.0, -0.3], [0.3, 0.3, -0.2], [-0.6, 0.3, 0.5], [0.1, 0.2, 0.2], [0.3, 0.0, -0.3], [0.1, -0.1, 0.1], [0.0, 0.1, 0.0], [-0.2, -0.3, 0.2], [0.0, -0.1, -0.1], [-0.1, -0.1, -0.2], [0.2, -0.1, 0.1], [0.0, 0.0, 0.0], [-0.1, -0.2, -0.3], [0.1, -0.1, 0.0], [0.0, 0.1, 0.1]],
  "lowdin_charge": [0.04, 0.07, 0.02, 0.08, 0.07, 0.05, 0.09, 0.05, -0.44, -0.45, -0.43, -0.43, 0.05, 0.04, 0.05, 0.05, 0.08, 0.09, 0.11, 0.07, 0.10, 0.06, 0.10, 0.10, 0.09, 0.08, 0.11, 0.10],
  "homo_energy_ev": -11.026,
  "homo_lumo_gap_ev": 10.91,
  "e_above_lowest_kcal_mol": 0.0,
  "energy_ev": -26671.962,
  "smiles": "C[N+](=O)[O-].C[N+](=O)[O-].C[N+](=O)[O-].C[N+](=O)[O-]",
  "charge": 0
}



Entry 5:
{
  "formula": "C4H12N5",
  "method": "wB97M-V/def2-TZVPD",
  "symbols": ["N", "N", "N", "N", "N", "C", "C", "C", "C", "H", "H", "H", "H", "H", "H", "H", "H", "H", "H", "H", "H"],
  "coordinates": [[1.66586, 0.85109, -0.62740], [0.65996, 1.70936, -0.53884], [1.24858, -0.25595, 0.00332], [0.51933, 4.05210, -1.15024], [-0.37284, 1.21066, 0.11089], [-1.42344, -1.54779, 1.61915], [2.13955, -1.40799, 0.19504], [-1.87520, -2.53345, 0.56831], [-0.00933, 0.00053, 0.45048], [1.87183, -2.09675, -0.58246], [0.01153, 4.30909, -1.94269], [-2.55965, -2.24260, -0.17169], [1.98793, -1.97308, 1.13572], [0.51672, 2.72741, -1.04159], [-2.16509, -0.95547, 2.19222], [3.19852, -1.06874, -0.04555], [0.10852, 4.70710, -0.40189], [-2.52400, -3.31170, 1.16625], [1.51703, 4.38913, -1.41977], [-0.65734, -1.90774, 2.24585], [-1.11381, -3.24212, 0.12433]],
  "forces_ev_per_a": [[-0.5, 0.7, -0.1], [1.5, -3.8, -0.1], [-0.7, 2.2, 0.4], [1.9, 3.1, 0.9], [-0.2, -0.3, 0.2], [0.4, 0.9, -2.3], [0.9, 0.1, -0.8], [0.1, -2.7, 2.1], [-2.2, -2.9, 2.2], [0.0, -0.5, -0.5], [-1.3, 0.5, -1.8], [-0.7, 1.0, -1.0], [0.2, 1.1, -0.3], [0.8, 0.5, 0.9], [0.6, 0.1, -1.0], [-1.4, -0.4, 0.8], [1.2, -1.5, -1.1], [1.0, 1.3, -0.6], [-2.1, -0.6, 1.1], [1.0, -0.3, 0.6], [-0.4, 1.3, 0.5]],
  "lowdin_charge": [0.13, -0.05, -0.14, 0.09, 0.07, 0.07, 0.01, -0.14, -0.09, 0.08, 0.05, 0.05, 0.10, 0.02, 0.10, 0.12, 0.14, 0.13, 0.14, 0.04, 0.09],
  "homo_energy_ev": -13.819,
  "homo_lumo_gap_ev": 10.11,
  "e_above_lowest_kcal_mol": 86.9,
  "energy_ev": -11782.228,
  "charge": 1
}



Entry 6:
{
  "formula": "C4H12N6O2",
  "method": "wB97M-V/def2-TZVPD",
  "symbols": ["O", "O", "N", "N", "N", "N", "N", "N", "C", "C", "C", "C", "H", "H", "H", "H", "H", "H", "H", "H", "H", "H", "H", "H"],
  "coordinates": [[-3.24732, 1.93091, -3.32529], [-1.36173, 2.94836, -2.96958], [-0.04929, 2.45037, -0.94693], [-2.26346, 2.23856, -2.85559], [-0.29467, 0.36115, -0.06831], [1.18145, 2.55089, -1.01433], [1.22662, 0.84654, 0.40712], [-1.96265, 1.24089, -1.56533], [-1.20823, -0.24012, 0.86197], [-1.83942, -1.61307, 0.37994], [2.26561, -0.05465, 0.03308], [-0.73771, 1.24615, -1.01384], [3.20290, 0.68705, 0.02602], [2.32631, -0.98278, 0.71869], [-0.52085, -0.55536, 1.67869], [1.88942, 1.86265, -1.37681], [-2.53155, -1.64059, -0.58184], [-1.25567, -2.49892, 0.35314], [1.66795, 3.47342, -0.75412], [1.20595, 1.09197, 1.45049], [-2.37551, 0.25656, -1.76921], [-1.96712, 0.46531, 1.10633], [1.97942, -0.58286, -0.93028], [-2.56470, -1.78328, 1.10331]],
  "forces_ev_per_a": [[-2.2, 0.0, -1.4], [0.9, 1.9, -1.1], [0.8, 1.4, -1.2], [1.4, -1.5, 2.0], [3.8, 2.9, -1.2], [0.7, 0.7, 0.0], [-3.6, -0.6, 1.7], [0.8, -2.9, -0.1], [0.8, -3.4, 0.1], [-1.5, 1.6, -2.5], [1.0, -1.8, 0.0], [-0.5, -0.4, 1.4], [-1.5, -2.3, -0.1], [0.6, 1.7, -0.7], [-1.0, 0.5, 0.0], [-1.2, 0.3, -0.1], [1.7, 0.6, 1.6], [1.2, -0.3, -0.1], [-1.4, -1.1, -0.2], [-0.4, -0.8, -1.7], [0.6, 2.1, 0.8], [-0.6, 0.5, 0.5], [0.8, 1.2, 0.6], [-1.4, -0.4, 1.6]],
  "lowdin_charge": [0.30, 0.21, 0.16, -0.32, 0.05, 0.24, -0.05, 0.22, -0.15, -0.03, -0.10, -0.26, 0.16, 0.13, 0.15, 0.18, 0.12, 0.07, 0.24, 0.18, 0.20, 0.13, 0.12, 0.06],
  "homo_energy_ev": [-18.549, -18.548],
  "homo_lumo_gap_ev": [8.07, 8.07],
  "e_above_lowest_kcal_mol": 117.1,
  "energy_ev": -17350.542,
  "charge": 2
}